(1)
DFT (wB97M-V/def2-TZVPD) results for a structure of composition C4H4O2Sm in a non-equilibrium geometry.

CARTESIAN COORDINATES (ANGSTROEM)
O (-0.89129, -2.81476, 1.68661)
C (-0.52906, -2.01420, 0.93604)
C (0.20088, -1.10064, 0.30729)
C (-0.39443, -0.03180, -0.48939)
C (-0.51759, 1.33417, 0.01604)
H (-1.04521, -0.32133, -1.31495)
H (-1.30320, 1.98192, -0.37173)
H (-0.14697, 1.56079, 1.01661)
H (1.27694, -1.15127, 0.55620)
Sm (2.83075, 1.49087, -1.39036)
O (0.51918, 1.06625, -0.95237)

Atomic forces in eV per Å
-0.238 0.903 -1.470
0.771 -1.262 1.978
0.641 -0.087 -0.147
-0.439 0.426 -0.416
-0.956 0.503 0.439
-0.021 0.162 0.230
0.187 -0.088 0.100
-0.125 -0.117 -0.208
-0.780 0.042 -0.074
-0.668 -0.103 -0.034
1.628 -0.379 -0.398

Results
* total energy: -962.5220 Eh
* gap between HOMO and LUMO (alpha / beta): 6.12 / 6.31 eV
* HOMO level (alpha / beta): -16.0 / -16.0 eV
* <S²>: 12.007
* ΔE to the lowest compared entry with this formula, charge and spin: 1.3 kcal/mol
* multiplicity: 7
* charge: +2
* LUMO energy (alpha / beta): -9.90 / -9.71 eV

Which charges does Löwdin predict for the atoms? In e, they are: 0.283, -0.108, -0.054, -0.217, -0.044, 0.171, 0.146, 0.145, 0.131, 1.885, -0.338

(2)
DFT (wB97M-V/def2-TZVPD) results for a cluster of 2 separate species, C5H16NO in total in a non-equilibrium geometry.

CARTESIAN COORDINATES (ANGSTROEM)
C (-0.13873, 1.10994, -1.24621)
C (0.67854, -0.13078, -0.90822)
C (1.09185, -0.26548, 0.59209)
C (1.78437, 1.00292, 1.02967)
C (-0.09911, -0.67594, 1.61651)
N (-0.16086, -1.35084, -1.07650)
H (0.43063, 2.01916, -1.11134)
H (-1.08177, 1.20766, -0.61034)
H (-0.54435, 1.15090, -2.32863)
H (1.65170, -0.18487, -1.44899)
H (1.86595, -0.98489, 0.67938)
H (2.14960, 0.94793, 1.99621)
H (1.06607, 1.89946, 1.21705)
H (2.56482, 1.39938, 0.33739)
H (0.15653, -0.33956, 2.64915)
H (-0.12435, -1.79303, 1.67469)
H (-0.95142, 0.04233, 1.39862)
H (-1.11005, -1.01660, -0.95911)
H (-0.04036, -2.15808, -0.47340)
H (-0.05954, -1.71275, -2.05168)
H (-3.07808, 0.48391, -0.80928)
H (-3.07736, -0.24254, 0.43314)
O (-2.97409, -0.40821, -0.60019)

Atomic forces in eV per Å
-2.022 0.114 -1.056
1.152 -0.100 2.167
-1.056 1.586 1.160
-1.705 3.044 -1.075
1.588 1.609 -0.401
0.000 -0.663 -3.139
0.264 0.011 0.068
1.475 -0.227 -0.556
0.878 -0.364 1.524
-1.054 -0.175 -0.143
0.533 -1.262 -0.256
1.319 -0.680 1.805
0.714 -1.419 -0.840
-0.474 -0.564 0.463
0.301 -0.368 -0.773
-1.114 1.027 -0.213
0.298 -1.784 -0.007
-1.209 -0.132 0.097
0.530 0.219 0.450
-0.417 0.283 0.768
-0.457 2.475 -1.577
0.222 -1.324 -2.838
0.232 -1.304 4.374

Results
* total energy: -329.8221 Eh
* gap between HOMO and LUMO: 12.10 eV
* HOMO level: -15.2 eV
* ΔE to the lowest compared entry with this formula, charge and spin: 36.8 kcal/mol
* charge: +1
* LUMO energy: -3.13 eV

Which charges does Löwdin predict for the atoms? In e, they are: -0.045, -0.313, -0.370, -0.091, -0.032, 0.203, 0.081, 0.086, 0.126, 0.170, 0.120, 0.051, 0.122, 0.106, 0.091, 0.089, 0.082, 0.091, 0.158, 0.197, 0.003, 0.137, -0.063

(3)
DFT (wB97M-V/def2-TZVPD) results for a cluster of 11 separate species, C39H55Br20FO3S in total in a non-equilibrium geometry.

CARTESIAN COORDINATES (ANGSTROEM)
C (2.77238, 0.15398, 2.01681)
C (2.60865, -0.13704, 0.54562)
F (2.39131, 1.08514, -0.13122)
C (1.42686, -1.00137, 0.18991)
C (0.33809, -1.08454, 1.05352)
C (-0.77372, -1.80378, 0.66339)
C (-0.80788, -2.49246, -0.54244)
C (0.28911, -2.47500, -1.39194)
C (1.38990, -1.70154, -1.02167)
S (2.76748, -1.59704, -2.14819)
C (-2.09396, -3.18044, -0.88664)
O (-2.15650, -4.26102, -1.42144)
C (-3.29422, -2.36790, -0.50563)
C (-4.40366, -2.26539, -1.32471)
C (-5.45154, -1.43735, -0.95484)
C (-5.38283, -0.71334, 0.22380)
C (-4.28979, -0.81442, 1.07748)
C (-4.19299, 0.01193, 2.32958)
C (-3.28533, 1.20964, 1.98876)
C (-1.95544, 1.27219, 2.64071)
O (-3.09782, 2.18079, 2.96560)
C (-3.24950, -1.65970, 0.69884)
C (-2.00115, -1.81779, 1.50693)
O (-1.96731, -1.96492, 2.70795)
H (2.74552, -0.78887, 2.56450)
H (3.68223, 0.70834, 2.21920)
H (1.92819, 0.74355, 2.37649)
H (3.53878, -0.54575, 0.14760)
H (0.30641, -0.58357, 2.00956)
H (0.23958, -3.02945, -2.32868)
H (2.74000, -0.27321, -2.35311)
H (-4.43830, -2.81545, -2.25488)
H (-6.30646, -1.33448, -1.60817)
H (-6.18774, -0.04078, 0.49032)
H (-3.71831, -0.51468, 3.14736)
H (-5.12737, 0.48697, 2.61643)
H (-3.31894, 1.56664, 0.95761)
H (-1.81515, 0.88020, 3.63761)
H (-1.15921, 1.77731, 2.10798)
Br (0.94606, -4.48358, 0.56809)
C (2.28984, -5.87672, 0.77245)
C (3.54024, -5.34888, 1.41909)
Br (4.58767, -4.27386, 0.17652)
H (2.45132, -6.27911, -0.22434)
H (1.84058, -6.64480, 1.39910)
H (4.19175, -6.16589, 1.71913)
H (3.32977, -4.71611, 2.27541)
Br (-7.02760, 2.30539, 2.02595)
C (-7.66763, 3.28873, 3.57500)
C (-6.73144, 3.13045, 4.74207)
Br (-6.90974, 1.38045, 5.57694)
H (-8.67005, 2.92907, 3.78292)
H (-7.71164, 4.33012, 3.26088)
H (-6.97123, 3.85223, 5.51934)
H (-5.68949, 3.23593, 4.45763)
Br (4.59263, 3.51876, 1.50194)
C (6.32190, 2.66078, 1.23107)
C (6.57484, 2.32465, -0.21242)
Br (5.53734, 0.78279, -0.79136)
H (6.32565, 1.78368, 1.87066)
H (7.06444, 3.37280, 1.58316)
H (7.61800, 2.05115, -0.35387)
H (6.31935, 3.13649, -0.88306)
Br (-3.88600, 5.67555, 4.25143)
C (-3.16376, 5.29798, 2.48326)
C (-3.62370, 6.31356, 1.47331)
Br (-5.47704, 6.02184, 0.94132)
H (-3.45903, 4.28291, 2.23852)
H (-2.08250, 5.34139, 2.59398)
H (-3.04255, 6.22485, 0.55816)
H (-3.56269, 7.33155, 1.84426)
Br (1.27226, -4.35558, -3.77802)
C (1.26828, -5.31215, -5.47164)
C (2.03124, -4.56187, -6.52840)
Br (1.02502, -3.04249, -7.21003)
H (0.22874, -5.47387, -5.73822)
H (1.73971, -6.26890, -5.26820)
H (2.20808, -5.20094, -7.39105)
H (2.97508, -4.17230, -6.16137)
Br (1.72376, -8.41952, -7.14862)
C (0.24534, -9.64323, -6.84076)
C (-0.92222, -8.95746, -6.18274)
Br (-0.60959, -8.66166, -4.28587)
H (0.63257, -10.46259, -6.24456)
H (-0.03023, -10.00899, -7.82713)
H (-1.80423, -9.59189, -6.23142)
H (-1.14589, -7.99199, -6.62463)
Br (0.39743, 4.05210, 0.99591)
C (1.32416, 5.57538, 0.22637)
C (1.38927, 6.73075, 1.18794)
Br (-0.31914, 7.65408, 1.33042)
H (0.80650, 5.82612, -0.69358)
H (2.32579, 5.21792, -0.00554)
H (2.09405, 7.47944, 0.83391)
H (1.66047, 6.42025, 2.19156)
Br (5.09222, -8.94945, 1.16602)
C (5.51027, -9.04454, -0.73188)
C (4.74486, -8.02380, -1.52971)
Br (2.88375, -8.53938, -1.76410)
H (5.29773, -10.06125, -1.04496)
H (6.57896, -8.85602, -0.80286)
H (5.15316, -7.94652, -2.53472)
H (4.74317, -7.04116, -1.06563)
Br (8.27701, 5.41567, -0.72086)
C (8.94782, 6.36366, 0.83898)
C (10.23561, 5.76758, 1.34002)
Br (9.93592, 4.09852, 2.29303)
H (8.15890, 6.33906, 1.58374)
H (9.10568, 7.38833, 0.51091)
H (10.70583, 6.43302, 2.06012)
H (10.93168, 5.54831, 0.53742)
Br (-10.24383, 8.17069, -1.01613)
C (-9.59920, 9.06127, 0.58716)
C (-8.57829, 8.23134, 1.31759)
Br (-9.40543, 6.76349, 2.29005)
H (-10.47043, 9.27980, 1.19561)
H (-9.15153, 9.99086, 0.24339)
H (-8.07236, 8.82890, 2.07241)
H (-7.84254, 7.79156, 0.65354)

Atomic forces in eV per Å
-0.558 -0.121 0.024
-0.117 0.224 0.053
0.138 0.012 0.011
-0.018 -0.205 0.336
0.045 -0.180 -0.356
-0.131 0.121 0.106
-0.186 0.257 -0.279
-0.295 0.549 0.172
0.023 0.412 -0.413
0.115 -0.211 -0.205
0.027 -0.006 -0.097
0.012 0.208 -0.228
-0.052 0.053 0.198
-0.061 -0.230 -0.140
0.137 0.061 -0.057
-0.079 0.144 0.047
-0.251 -0.499 0.348
0.473 1.393 -0.652
0.584 -1.536 0.520
-1.206 1.781 0.695
0.114 0.561 -0.664
0.078 0.002 0.017
-0.032 -0.165 0.077
0.026 0.243 -0.078
0.274 -0.004 0.074
0.131 -0.054 -0.044
0.056 0.146 0.003
-0.294 -0.152 -0.009
0.129 0.028 0.037
-0.059 0.503 0.547
-0.077 0.077 0.142
0.031 -0.073 -0.006
-0.065 0.006 0.021
-0.075 -0.035 0.023
-0.319 -0.157 0.148
-0.297 -0.580 0.082
-0.142 0.075 0.087
0.756 -1.219 -0.553
0.220 -0.081 0.183
0.511 -1.046 0.435
-0.287 0.053 0.154
0.147 -0.065 -0.055
-0.037 0.071 0.009
0.070 0.027 0.118
0.043 -0.022 0.006
-0.007 -0.020 -0.029
-0.034 0.012 -0.008
-0.166 0.078 -0.110
0.108 0.146 -0.085
-0.072 -0.079 0.132
0.052 -0.011 -0.047
0.008 -0.031 0.036
0.063 0.005 0.001
-0.016 0.019 -0.017
0.000 0.026 -0.022
0.011 -0.011 -0.022
-0.021 0.207 0.034
-0.026 -0.255 -0.056
0.252 0.120 -0.102
0.032 -0.035 -0.034
0.006 0.004 -0.022
0.017 0.030 0.037
-0.017 0.047 0.042
-0.036 -0.028 -0.006
0.013 0.096 0.040
-0.030 -0.071 -0.124
-0.004 -0.005 0.069
0.009 0.020 0.020
-0.006 0.035 -0.032
0.011 -0.039 0.024
0.009 0.002 0.021
0.193 -0.543 -0.585
0.119 0.006 0.255
-0.104 -0.002 -0.180
0.040 0.019 0.039
-0.002 -0.004 -0.034
0.006 -0.005 0.007
-0.015 -0.027 0.014
0.002 -0.010 0.035
0.086 -0.099 -0.020
-0.008 0.066 -0.161
-0.060 -0.136 0.231
0.045 0.126 -0.078
0.000 0.007 0.029
-0.047 0.013 0.005
0.008 -0.017 -0.045
0.024 0.001 -0.035
-0.086 0.006 -0.001
0.086 -0.157 0.040
-0.035 0.138 -0.072
0.048 -0.023 0.050
-0.002 0.039 -0.001
0.014 0.015 0.026
0.004 -0.012 -0.024
0.010 -0.027 0.000
-0.041 -0.057 -0.022
0.097 0.082 0.116
-0.134 -0.045 -0.115
0.008 -0.023 -0.053
-0.016 0.000 -0.024
-0.003 0.030 -0.012
0.028 -0.017 0.005
0.055 0.006 0.007
-0.014 0.020 0.046
-0.008 0.044 -0.160
-0.009 -0.049 0.174
0.019 -0.015 -0.061
0.017 -0.005 0.034
0.036 -0.001 0.003
-0.023 0.021 0.000
-0.008 0.020 -0.027
-0.039 -0.009 0.045
0.023 0.007 -0.172
-0.036 -0.011 0.174
0.020 -0.040 -0.052
0.010 -0.001 0.033
0.032 -0.003 0.019
-0.005 0.021 -0.008
0.006 0.022 -0.027

Results
* total energy: -53723.1197 Eh
* gap between HOMO and LUMO: 8.27 eV
* HOMO level: -8.6 eV
* SMILES: C[C@H](F)c1cc2c(cc1S)C(=O)c1cccc(C[C@@H]3CO3)c1C2=O.BrCCBr.BrCCBr.BrCCBr.BrCCBr.BrCCBr.BrCCBr.BrCCBr.BrCCBr.BrCCBr.BrCCBr
* ΔE to the lowest compared entry with this formula, charge and spin: 0.0 kcal/mol
* LUMO energy: -0.33 eV

These are the Löwdin partial charges, in e, on atoms 1 to 99: -0.032, -0.404, -0.088, -0.173, 0.040, -0.133, -0.203, -0.176, -0.533, 0.766, -0.286, 0.132, -0.075, -0.003, -0.047, -0.013, -0.142, -0.080, -0.315, -0.035, -0.094, -0.030, -0.273, 0.133, 0.097, 0.044, 0.078, 0.024, 0.119, -0.033, -0.111, 0.122, 0.109, 0.074, 0.116, 0.044, 0.158, 0.126, 0.058, 0.925, -0.662, -0.680, 0.627, -0.019, 0.065, 0.005, 0.051, 0.675, -0.672, -0.703, 0.612, 0.053, 0.010, 0.060, 0.005, 0.641, -0.686, -0.709, 0.736, 0.054, -0.004, 0.055, 0.015, 0.642, -0.697, -0.718, 0.644, 0.027, 0.012, 0.038, 0.039, 0.762, -0.714, -0.701, 0.611, 0.045, -0.003, 0.037, 0.052, 0.661, -0.681, -0.689, 0.625, 0.051, 0.058, 0.057, 0.050, 0.656, -0.685, -0.681, 0.664, 0.053, 0.033, 0.059, 0.052, 0.636, -0.680, -0.674, 0.642

(4)
DFT (wB97M-V/def2-TZVPD) results for the molecule C2H3N3O2 in a non-equilibrium geometry.

CARTESIAN COORDINATES (ANGSTROEM)
O (1.43690, -0.59613, -0.71814)
C (1.04901, 0.47367, 0.26403)
C (-0.49895, 0.31872, 0.11324)
N (-0.91134, -1.01992, 0.26098)
N (-2.09212, -1.02957, 0.02635)
O (-2.57084, 0.08567, -0.38260)
N (-1.57948, 1.00672, -0.37472)
H (2.29534, -1.15124, -0.52211)
H (1.19642, 1.54269, 0.15913)
H (1.67506, 0.36938, 1.17385)

Atomic forces in eV per Å
2.165 0.663 0.779
-0.578 -0.852 -0.975
-1.680 -0.914 -0.544
2.615 1.572 1.340
-3.388 -4.689 -0.120
0.204 2.510 -0.466
3.871 0.118 1.460
-2.460 2.214 0.061
0.827 0.268 -1.818
-1.577 -0.891 0.284

Results
* total energy: -392.5917 Eh
* gap between HOMO and LUMO: 11.09 eV
* HOMO level: -10.8 eV
* SMILES: OCc1nnon1
* ΔE to the lowest compared entry with this formula, charge and spin: 126.7 kcal/mol
* LUMO energy: 0.28 eV

Which charges does Löwdin predict for the atoms? In e, they are: -0.127, -0.128, -0.226, 0.077, -0.038, -0.047, 0.127, 0.147, 0.095, 0.120